# 1
Entry from the Open Molecules 2025 dataset: a 8-piece molecular cluster, C32H64O10 overall (ωB97M-V/def2-TZVPD).

Frontier orbital gap   0.365 hartree
E_HOMO   -9.30 eV
Max |F|   0.099 Eh/bohr
SMILES string   CCOC(=O)OC.C1CCOC1.C1CCOC1.C1CCOC1.C1CCOC1.C1CCOC1.C1CCOC1.C1CCOC1
LUMO level   0.63 eV
2S+1   1

Last column: Mulliken charge in e.
Atoms and positions in Å:
C (3.94, 2.01, 1.31)  -1.33
C (2.66, 2.36, 2.17)  1.07
O (2.94, 3.21, 3.30)  -0.35
C (2.93, 2.67, 4.58)  0.68
O (2.58, 1.55, 4.96)  -0.53
O (3.29, 3.70, 5.48)  -0.34
C (2.93, 3.57, 6.89)  -0.65
H (3.80, 1.93, 0.23)  0.20
H (4.40, 1.09, 1.66)  0.32
H (4.65, 2.77, 1.62)  0.49
H (2.15, 1.45, 2.50)  -0.10
H (1.97, 2.89, 1.50)  -0.32
H (3.82, 3.21, 7.41)  0.27
H (2.07, 2.93, 7.08)  0.30
H (2.71, 4.52, 7.37)  0.27
C (-4.37, 0.02, 4.39)  -0.79
C (-4.35, 0.97, 3.24)  -0.21
C (-2.84, 1.26, 3.20)  -0.45
O (-2.22, -0.02, 3.62)  -0.26
C (-3.06, -0.68, 4.44)  -0.37
H (-5.17, -0.71, 4.25)  0.34
H (-4.56, 0.65, 5.26)  0.28
H (-4.80, 1.95, 3.39)  0.34
H (-4.63, 0.37, 2.38)  0.14
H (-2.60, 1.97, 3.99)  0.33
H (-2.46, 1.72, 2.28)  0.09
H (-2.69, -0.74, 5.46)  0.24
H (-3.18, -1.63, 3.92)  0.29
C (1.91, 2.05, -5.72)  -0.28
C (2.20, 0.76, -6.42)  -0.47
C (0.87, 0.16, -6.19)  0.04
O (-0.11, 1.12, -6.47)  -0.47
C (0.48, 2.42, -6.06)  -0.20
H (2.58, 2.85, -6.02)  0.41
H (1.90, 1.95, -4.64)  -0.04
H (3.00, 0.12, -6.06)  0.33
H (2.32, 0.91, -7.50)  0.28
H (0.76, -0.19, -5.16)  -0.21
H (0.68, -0.70, -6.83)  0.38
H (-0.12, 2.82, -5.24)  0.01
H (0.42, 3.14, -6.87)  0.30
C (-4.11, 0.68, -2.83)  -0.16
C (-4.41, -0.79, -3.33)  -0.59
C (-4.57, -1.57, -2.06)  -0.20
O (-5.03, -0.59, -1.10)  -0.47
C (-4.43, 0.69, -1.35)  0.03
H (-4.63, 1.47, -3.39)  0.37
H (-3.06, 0.96, -2.92)  -0.11
H (-3.60, -1.19, -3.93)  0.33
H (-5.31, -0.83, -3.93)  0.28
H (-3.60, -2.03, -1.87)  0.07
H (-5.31, -2.36, -2.13)  0.33
H (-3.54, 0.71, -0.72)  -0.19
H (-5.17, 1.46, -1.13)  0.37
C (0.63, 4.65, -0.56)  -0.62
C (0.12, 5.49, -1.68)  -1.00
C (0.24, 4.55, -2.89)  -0.42
O (0.10, 3.28, -2.29)  -0.34
C (0.06, 3.29, -0.84)  0.86
H (0.30, 4.89, 0.45)  0.50
H (1.71, 4.70, -0.56)  0.24
H (0.53, 6.50, -1.77)  0.43
H (-0.94, 5.67, -1.55)  0.29
H (1.26, 4.67, -3.27)  0.25
H (-0.46, 4.73, -3.70)  0.38
H (0.81, 2.67, -0.34)  -0.61
H (-0.87, 3.02, -0.35)  0.08
C (1.11, -4.13, 4.51)  -0.43
C (1.65, -2.72, 4.46)  -0.62
C (0.94, -1.86, 3.33)  0.04
O (0.17, -2.88, 2.69)  -0.22
C (-0.17, -3.89, 3.65)  -0.61
H (0.86, -4.40, 5.53)  0.31
H (1.58, -4.93, 3.94)  0.24
H (2.73, -2.72, 4.31)  0.31
H (1.51, -2.26, 5.44)  0.36
H (1.59, -1.45, 2.55)  -0.02
H (0.47, -0.94, 3.69)  0.10
H (-0.58, -4.79, 3.18)  0.40
H (-1.00, -3.48, 4.23)  0.17
C (1.92, -6.42, -1.12)  -0.51
C (1.60, -5.24, -0.17)  -0.49
C (0.45, -4.51, -0.77)  0.53
O (0.37, -5.00, -2.14)  -0.47
C (1.56, -5.79, -2.44)  -0.48
H (1.18, -7.18, -0.88)  0.26
H (2.93, -6.85, -1.15)  0.34
H (2.41, -4.51, -0.12)  0.25
H (1.41, -5.51, 0.87)  0.15
H (0.49, -3.43, -0.64)  -0.44
H (-0.50, -4.75, -0.29)  0.23
H (2.31, -5.08, -2.77)  0.25
H (1.42, -6.49, -3.27)  0.33
C (-0.49, -0.53, -1.66)  0.13
C (0.98, -0.69, -2.09)  0.11
C (1.94, -0.37, -0.96)  -0.60
O (1.12, 0.32, -0.02)  -0.21
C (-0.17, -0.18, -0.15)  0.01
H (-1.06, -1.40, -1.99)  0.28
H (-0.94, 0.28, -2.23)  -0.04
H (1.26, -0.15, -2.99)  -0.55
H (1.08, -1.76, -2.26)  0.31
H (2.83, 0.18, -1.27)  0.33
H (2.40, -1.23, -0.47)  0.25
H (-0.73, 0.67, 0.24)  -0.19
H (-0.17, -1.02, 0.55)  0.06

# 2
Entry from the Open Molecules 2025 dataset: a 10-piece molecular cluster, C32H64O12 overall (ωB97M-V/def2-TZVPD).

Frontier orbital gap   0.350 hartree
E_HOMO   -9.22 eV
Max |F|   0.241 Eh/bohr
Relative energy (zero: lowest compared OMol25 entry of this formula, charge and spin)   309.1 kcal per mole
SMILES string   CCOC(C)=O.CCOC(C)=O.CC(C)=O.CC(C)=O.CC(C)=O.CC(C)=O.CC(C)=O.CC(C)=O.CC(C)=O.CC(C)=O
LUMO level   0.30 eV
2S+1   1

Last column: Mulliken charge in e.
Atoms and positions in Å:
C (-0.46, 0.03, -3.71)  -0.64
C (0.50, -0.51, -2.59)  -0.27
O (-0.22, -0.52, -1.45)  0.15
C (0.31, -0.16, -0.23)  0.55
C (-0.70, -0.04, 0.86)  -1.48
O (1.50, 0.06, 0.00)  -0.51
H (0.17, 0.21, -4.59)  0.15
H (-0.96, 0.94, -3.56)  -0.12
H (-1.33, -0.61, -3.81)  0.19
H (0.62, -1.57, -2.47)  0.42
H (1.29, 0.16, -2.17)  0.25
H (-0.10, -0.03, 1.51)  0.98
H (-1.38, -0.83, 0.84)  -0.26
H (-1.13, 0.95, 0.89)  0.36
C (-1.77, -0.86, 7.62)  -1.19
C (-2.37, -0.55, 6.26)  -0.14
O (-2.53, -1.75, 5.52)  -0.33
C (-2.77, -1.64, 4.04)  0.71
C (-2.93, -3.04, 3.50)  -0.93
O (-2.56, -0.62, 3.35)  -0.44
H (-2.34, -1.29, 8.31)  0.41
H (-1.33, -0.13, 8.47)  0.30
H (-0.77, -1.34, 7.37)  0.24
H (-3.23, -0.13, 6.39)  0.40
H (-1.68, 0.21, 5.65)  0.16
H (-3.83, -3.28, 4.02)  0.44
H (-1.94, -3.67, 3.91)  0.10
H (-2.83, -3.11, 2.49)  0.28
C (2.88, 3.77, -1.67)  -1.73
C (1.89, 4.62, -2.52)  0.59
C (1.37, 3.86, -3.70)  -0.48
O (1.67, 5.88, -2.16)  -0.64
H (3.26, 4.26, -0.97)  0.86
H (3.63, 3.46, -2.27)  0.69
H (2.58, 2.82, -1.30)  0.13
H (0.69, 3.06, -3.31)  -0.13
H (2.05, 3.54, -4.43)  0.37
H (0.96, 4.61, -4.46)  0.34
C (-4.99, -0.05, 0.93)  -0.72
C (-5.22, 0.12, -0.62)  0.80
C (-6.64, 0.75, -1.02)  -1.58
O (-4.40, -0.18, -1.51)  -0.45
H (-5.20, 0.73, 1.61)  0.60
H (-3.80, -0.24, 1.16)  -0.16
H (-5.63, -1.00, 1.29)  0.31
H (-7.52, 0.40, -0.60)  0.51
H (-6.89, 0.70, -2.22)  0.24
H (-6.87, 1.72, -0.75)  0.43
C (5.39, -1.19, 1.53)  -0.65
C (5.48, -1.98, 0.34)  0.66
C (4.88, -1.36, -0.91)  -0.73
O (6.08, -3.23, 0.31)  -0.63
H (5.74, -0.11, 1.41)  0.34
H (6.27, -1.59, 2.27)  0.32
H (4.42, -1.45, 2.14)  -0.03
H (3.84, -1.50, -0.86)  0.04
H (5.21, -1.84, -1.90)  0.29
H (5.20, -0.39, -0.97)  0.40
C (-2.33, -3.01, -1.51)  0.09
C (-3.51, -4.02, -1.46)  0.51
C (-4.88, -3.58, -0.96)  -1.25
O (-3.20, -5.38, -1.48)  -0.62
H (-2.67, -2.33, -2.34)  0.20
H (-1.37, -3.55, -1.92)  0.26
H (-2.46, -2.30, -0.70)  -0.34
H (-5.43, -3.19, -1.72)  0.52
H (-4.97, -2.84, -0.16)  0.09
H (-5.48, -4.42, -0.83)  0.51
C (-2.79, 3.01, -2.30)  -0.64
C (-2.50, 3.13, -0.82)  0.82
C (-1.04, 3.49, -0.46)  -0.40
O (-3.44, 2.74, 0.03)  -0.60
H (-2.18, 2.15, -2.79)  -0.26
H (-2.41, 3.94, -2.91)  0.36
H (-3.79, 2.92, -2.57)  0.41
H (-0.81, 4.59, -1.07)  0.34
H (-0.33, 2.91, -0.91)  -0.19
H (-1.07, 3.57, 0.68)  0.28
C (1.97, 4.32, 2.30)  -1.20
C (2.02, 2.80, 2.50)  0.87
C (3.23, 2.02, 2.07)  -0.62
O (0.94, 2.26, 3.18)  -0.60
H (2.98, 4.58, 2.03)  0.37
H (1.77, 4.77, 3.26)  0.37
H (1.33, 4.60, 1.60)  0.27
H (3.38, 2.15, 1.09)  0.20
H (3.08, 0.90, 2.36)  -0.15
H (3.98, 2.43, 2.76)  0.55
C (3.13, 0.68, -6.06)  -1.42
C (3.96, 0.67, -4.84)  0.96
C (5.39, 0.11, -4.82)  -1.29
O (3.46, 1.21, -3.71)  -0.38
H (2.17, 1.10, -5.94)  0.25
H (3.06, -0.27, -6.42)  0.50
H (3.82, 1.01, -6.82)  0.40
H (5.81, 0.15, -3.81)  0.26
H (6.15, 0.60, -5.38)  0.42
H (5.44, -0.85, -5.51)  0.35
C (0.85, -2.63, 3.09)  -0.58
C (1.34, -3.86, 2.34)  0.89
C (0.36, -5.03, 2.12)  -1.37
O (2.62, -4.07, 2.16)  -0.59
H (1.70, -1.91, 3.08)  0.05
H (0.52, -2.78, 3.97)  0.88
H (0.18, -2.19, 2.51)  -0.36
H (-0.19, -4.56, 1.35)  0.24
H (-0.25, -5.37, 2.77)  0.52
H (0.92, -5.79, 1.69)  0.37

# 3
Entry from the Open Molecules 2025 dataset: a 4-piece molecular cluster, C32H64O19S3 overall (ωB97M-V/def2-TZVPD).

Frontier orbital gap   0.352 hartree
E_HOMO   -9.18 eV
Max |F|   0.164 Eh/bohr
SMILES string   CCCOCCOC[C@H](CCCOC)O[C@@H](CCCCCOCC)CCCCCOC(C)=O.O=S1(=O)OCCO1.O=S1(=O)OCCO1.O=S1(=O)OCCO1
LUMO level   0.40 eV
2S+1   1

Last column: Mulliken charge in e.
Atoms and positions in Å:
C (3.43, -3.59, 2.47)  -0.28
C (3.78, -2.41, 3.58)  -0.41
C (4.67, -1.26, 2.78)  0.24
O (4.82, -0.10, 3.67)  -0.41
C (4.46, 1.15, 2.94)  -0.32
C (2.83, 1.33, 3.07)  0.10
O (2.27, 2.41, 2.24)  -0.46
C (2.18, 2.05, 0.82)  -0.34
C (1.06, 0.92, 0.44)  0.61
C (-0.24, 0.89, 1.49)  -0.75
C (-1.66, 1.00, 0.61)  0.38
C (-2.23, 2.57, 0.58)  -0.42
O (-1.85, 3.23, -0.69)  -0.18
C (-1.66, 4.69, -0.51)  -0.51
O (1.66, -0.42, 0.52)  0.45
C (2.09, -0.95, -0.77)  -0.41
C (0.84, -1.26, -1.84)  1.48
C (0.30, -2.84, -1.72)  -1.02
C (0.03, -3.32, -0.18)  0.14
C (-1.37, -2.79, 0.50)  -0.03
C (-2.70, -2.91, -0.45)  -0.29
O (-3.73, -2.01, 0.09)  -0.25
C (-4.82, -1.78, -0.87)  -0.05
C (-5.25, -0.17, -0.69)  -0.78
C (3.37, -0.20, -1.46)  -0.31
C (3.05, 1.12, -2.35)  -0.13
C (2.86, 0.86, -3.97)  -0.66
C (1.29, 1.12, -4.46)  0.13
C (1.07, 2.50, -5.31)  -0.47
O (-0.24, 2.35, -6.01)  -0.39
C (-1.34, 2.22, -5.04)  0.67
C (-2.19, 0.85, -4.73)  -0.51
O (-1.66, 3.32, -4.32)  -0.52
H (4.00, -3.39, 1.45)  -0.08
H (3.70, -4.67, 2.87)  0.36
H (2.26, -3.54, 2.23)  -0.05
H (2.79, -1.97, 4.06)  0.19
H (4.48, -2.87, 4.42)  0.30
H (4.04, -0.95, 1.84)  -0.18
H (5.69, -1.68, 2.39)  0.07
H (5.00, 2.04, 3.54)  0.26
H (4.86, 1.08, 1.84)  0.18
H (2.26, 0.30, 2.95)  -0.14
H (2.63, 1.66, 4.20)  0.29
H (1.86, 3.04, 0.24)  0.18
H (3.27, 1.81, 0.46)  0.12
H (0.60, 1.22, -0.59)  -0.35
H (-0.22, -0.11, 2.13)  0.30
H (-0.26, 1.80, 2.22)  0.40
H (-2.48, 0.28, 1.07)  0.09
H (-1.52, 0.69, -0.51)  -0.32
H (-3.42, 2.47, 0.58)  0.13
H (-1.88, 3.15, 1.54)  0.22
H (-0.80, 5.00, -1.28)  0.22
H (-1.31, 5.01, 0.56)  0.25
H (-2.62, 5.31, -0.84)  0.13
H (2.49, -2.06, -0.52)  0.14
H (-0.07, -0.54, -1.69)  -1.02
H (1.33, -1.20, -2.91)  0.12
H (-0.58, -3.03, -2.47)  0.39
H (1.22, -3.49, -2.12)  0.32
H (0.90, -3.09, 0.57)  -0.63
H (-0.05, -4.52, -0.21)  0.50
H (-1.16, -1.72, 0.93)  -0.48
H (-1.57, -3.49, 1.44)  0.42
H (-2.53, -2.66, -1.58)  0.15
H (-3.09, -4.02, -0.35)  0.17
H (-5.78, -2.43, -0.62)  0.06
H (-4.53, -1.89, -2.00)  0.25
H (-6.41, -0.05, -0.84)  0.41
H (-4.67, 0.53, -1.43)  0.13
H (-5.00, 0.16, 0.41)  0.16
H (3.97, -1.01, -2.11)  0.34
H (4.12, 0.08, -0.58)  -0.18
H (2.15, 1.78, -2.01)  -0.06
H (4.01, 1.83, -2.26)  0.39
H (3.49, 1.70, -4.54)  0.34
H (3.28, -0.17, -4.34)  0.18
H (1.00, 0.22, -5.16)  0.28
H (0.64, 1.06, -3.45)  -0.20
H (1.86, 2.64, -6.18)  0.30
H (0.96, 3.47, -4.64)  0.24
H (-2.32, 0.15, -5.69)  0.34
H (-1.70, 0.16, -3.90)  -0.10
H (-3.30, 1.06, -4.35)  0.29
O (5.30, -2.58, -2.58)  -0.47
S (6.43, -3.43, -2.26)  0.97
O (6.85, -4.53, -3.09)  -0.57
O (6.24, -3.97, -0.73)  -0.29
C (7.36, -3.57, 0.06)  -0.28
C (7.86, -2.27, -0.58)  -0.24
O (7.72, -2.47, -1.98)  -0.33
H (8.11, -4.35, 0.01)  0.30
H (7.05, -3.42, 1.10)  0.28
H (8.90, -2.06, -0.32)  0.36
H (7.24, -1.42, -0.29)  0.17
O (-4.67, 5.14, 3.05)  -0.56
S (-3.57, 6.07, 2.93)  1.15
O (-2.21, 5.74, 3.28)  -0.53
O (-3.98, 7.44, 3.71)  -0.32
C (-3.94, 8.54, 2.80)  -0.38
C (-4.25, 7.94, 1.43)  -0.36
O (-3.58, 6.68, 1.42)  -0.21
H (-2.94, 8.97, 2.83)  0.29
H (-4.67, 9.30, 3.08)  0.31
H (-3.89, 8.57, 0.61)  0.32
H (-5.32, 7.75, 1.31)  0.29
O (-6.10, -6.69, 4.12)  -0.53
S (-7.09, -5.98, 3.34)  1.08
O (-8.46, -6.42, 3.22)  -0.54
O (-6.48, -5.74, 1.85)  -0.35
C (-6.43, -4.35, 1.57)  0.21
C (-6.27, -3.66, 2.92)  -0.30
O (-7.08, -4.42, 3.82)  -0.35
H (-7.38, -4.06, 1.09)  0.33
H (-5.61, -4.12, 0.89)  -0.19
H (-6.59, -2.62, 2.91)  0.31
H (-5.24, -3.72, 3.27)  0.34

# 4
Entry from the Open Molecules 2025 dataset: a 8-piece molecular cluster, C32H64O8 overall (ωB97M-V/def2-TZVPD).

Frontier orbital gap   0.352 hartree
E_HOMO   -8.99 eV
Max |F|   0.261 Eh/bohr
Relative energy (zero: lowest compared OMol25 entry of this formula, charge and spin)   395.7 kcal per mole
SMILES string   C1CCOC1.C1CCOC1.C1CCOC1.C1CCOC1.C1CCOC1.C1CCOC1.C1CCOC1.C1CCOC1
LUMO level   0.60 eV
2S+1   1

Last column: Mulliken charge in e.
Atoms and positions in Å:
C (4.06, -1.44, -1.55)  0.73
C (4.81, -1.46, -0.30)  -0.58
C (6.23, -1.04, -0.60)  -0.56
O (6.11, -0.45, -1.90)  -0.44
C (5.20, -1.24, -2.60)  -0.75
H (3.26, -0.56, -1.58)  -0.65
H (3.41, -2.29, -1.75)  0.58
H (4.74, -2.38, 0.26)  0.43
H (4.33, -0.70, 0.26)  0.06
H (7.04, -1.89, -0.95)  0.24
H (6.57, -0.53, 0.30)  0.37
H (5.66, -2.18, -2.83)  0.40
H (4.67, -0.87, -3.55)  0.26
C (-0.64, -0.30, -0.04)  0.84
C (0.66, -0.90, -0.02)  0.97
C (1.15, -0.77, 1.32)  -0.16
O (-0.08, -1.05, 1.93)  -0.54
C (-1.13, -0.31, 1.39)  0.40
H (-1.31, -0.98, -0.67)  -0.04
H (-0.63, 0.76, -0.23)  -0.64
H (1.31, -0.46, -0.70)  0.34
H (0.63, -1.79, -0.25)  -0.54
H (1.60, 0.25, 1.76)  -0.66
H (1.76, -1.59, 1.47)  0.61
H (-1.32, 0.75, 1.96)  -0.35
H (-2.08, -0.87, 1.59)  0.07
C (-3.14, -4.64, -1.31)  -1.02
C (-2.55, -6.03, -1.80)  -0.70
C (-1.40, -5.49, -2.80)  -0.55
O (-1.02, -4.38, -2.07)  -0.25
C (-1.93, -3.80, -1.28)  -0.33
H (-3.73, -4.59, -0.47)  0.62
H (-3.75, -4.16, -2.03)  0.34
H (-3.48, -6.67, -2.09)  0.34
H (-2.26, -6.88, -0.94)  0.23
H (-1.95, -5.10, -3.75)  0.26
H (-0.64, -6.12, -3.05)  0.43
H (-1.95, -2.85, -1.44)  0.48
H (-1.81, -3.76, -0.17)  0.01
C (1.36, 3.13, -0.98)  -0.38
C (1.11, 3.09, -2.45)  -0.92
C (1.98, 1.89, -2.87)  -0.34
O (3.17, 2.04, -2.13)  -0.60
C (2.67, 2.32, -0.81)  -0.13
H (0.48, 2.95, -0.38)  -0.39
H (1.65, 4.06, -0.83)  0.96
H (1.37, 4.12, -2.99)  0.27
H (0.01, 3.04, -2.71)  0.23
H (2.12, 2.17, -3.87)  0.68
H (1.44, 0.99, -2.79)  -0.15
H (3.11, 3.00, -0.21)  0.93
H (2.55, 1.27, -0.40)  -0.49
C (-6.13, -1.54, 4.51)  -0.85
C (-5.18, -0.45, 4.96)  -0.55
C (-4.13, -0.31, 3.81)  -0.63
O (-4.61, -1.04, 2.84)  -0.30
C (-5.35, -2.05, 3.18)  -0.41
H (-7.13, -0.96, 4.06)  0.18
H (-6.38, -2.24, 5.04)  0.58
H (-4.94, -0.51, 6.06)  0.36
H (-5.75, 0.40, 5.07)  0.29
H (-3.17, -0.61, 4.28)  0.20
H (-3.79, 0.60, 3.44)  0.60
H (-4.66, -2.86, 3.58)  0.26
H (-5.93, -2.47, 2.35)  0.31
C (-2.89, 3.54, 0.77)  -0.01
C (-2.06, 4.59, 0.03)  -0.04
C (-2.36, 4.38, -1.42)  -0.66
O (-2.58, 2.94, -1.41)  -0.46
C (-3.36, 2.55, -0.30)  -0.65
H (-3.82, 4.17, 1.00)  0.37
H (-2.24, 2.96, 1.46)  -0.17
H (-0.86, 4.50, 0.21)  -0.17
H (-2.43, 5.58, 0.33)  0.51
H (-1.66, 4.81, -2.05)  0.45
H (-3.33, 4.79, -1.93)  0.24
H (-3.01, 1.55, -0.02)  -0.29
H (-4.18, 2.64, -0.69)  1.00
C (0.52, -2.70, -3.05)  0.69
C (1.72, -2.38, -3.89)  -0.62
C (1.72, -0.75, -4.16)  0.18
O (0.33, -0.49, -4.04)  -0.53
C (-0.27, -1.33, -3.07)  -0.13
H (0.86, -2.92, -1.84)  -0.15
H (-0.11, -3.48, -3.59)  -0.12
H (1.89, -2.75, -4.90)  0.34
H (2.60, -2.31, -3.24)  -0.17
H (2.05, -0.55, -5.10)  0.78
H (2.29, -0.26, -3.45)  -0.62
H (-1.26, -1.62, -2.87)  0.67
H (-0.06, -0.90, -1.99)  -0.30
C (2.72, 4.17, 4.15)  -0.74
C (2.14, 2.97, 4.88)  -0.55
C (1.94, 1.81, 3.87)  -0.19
O (2.46, 2.52, 2.56)  -0.28
C (2.46, 3.91, 2.69)  -0.83
H (3.84, 4.18, 4.19)  0.26
H (2.46, 5.15, 4.46)  0.42
H (1.22, 3.34, 5.54)  0.30
H (2.92, 2.65, 5.58)  0.22
H (0.80, 1.75, 3.57)  -0.05
H (2.69, 1.05, 3.84)  0.44
H (1.50, 4.17, 2.53)  0.40
H (3.01, 4.50, 2.06)  0.57